# C3H7NO2

A cluster of 2 separate species, C3H7NO2 in total in a non-equilibrium geometry (wB97M-V/def2-TZVPD, OMol25).

Structure (XYZ):
```
13
Properties=species:S:1:pos:R:3:lowdin_charge:R:1
C -1.60 1.12 -0.37 -0.123
O -1.20 -0.10 0.22 -0.265
N -0.83 -1.17 -0.90 0.040
O -0.99 -2.29 -0.57 0.100
H -1.39 1.93 0.34 0.088
H -2.66 1.10 -0.60 0.079
H -1.03 1.28 -1.29 0.085
C 1.48 0.06 1.08 -0.086
C 1.92 -0.56 0.02 -0.113
H 2.03 0.24 1.99 0.037
H 0.22 0.20 0.99 0.091
H 2.91 -0.95 -0.15 0.044
H 1.14 -0.85 -0.74 0.021
```

Calculated values
HOMO level in eV: -9.98
SMILES: CON=O.C=C
Frontier orbital gap in eV: 9.27
Total energy in a.u.: -323.55033
LUMO level in eV: -0.7
Max |F| in eV Å⁻¹: 4.3
ΔE to the lowest compared entry with this formula, charge and spin in kcal/mol: 144.73